This record from the Open Molecules 2025 dataset describes a 5-piece molecular cluster, H10O5 overall in a non-equilibrium geometry. The level of theory is wB97M-V/def2-TZVPD.

Properties
- frontier orbital gap (eV) = 10.95
- charge = 0
- ΔE to the lowest compared entry with this formula, charge and spin (kcal per mole) = 22.6
- maximum force (eV/Å) = 2.79
- highest occupied orbital energy (eV) = -10.681

Last column: Mulliken charge in e.
Geometry (Å):
1 O -1.592 -2.671 -0.675  -0.63
2 H -2.237 -3.368 -0.646  0.29
3 H -1.465 -2.386 0.241  0.36
4 O 3.066 1.126 0.400  -0.63
5 H 2.959 2.034 0.616  0.29
6 H 2.304 0.769 0.011  0.40
7 O 1.052 -0.012 -1.098  -0.65
8 H 1.612 -0.551 -1.655  0.29
9 H 0.474 0.373 -1.699  0.28
10 O -1.303 1.898 0.288  -0.65
11 H -2.262 2.164 0.252  0.32
12 H -0.864 2.542 0.868  0.32
13 O -0.653 -0.999 1.207  -0.70
14 H 0.006 -0.782 0.537  0.37
15 H -1.091 -0.144 1.354  0.33

---

This record from the Open Molecules 2025 dataset describes C2H4N2O4 as an isolated structure in a non-equilibrium geometry. The level of theory is wB97M-V/def2-TZVPD.

Properties
- frontier orbital gap (eV) = 9.12
- charge = 0
- ΔE to the lowest compared entry with this formula, charge and spin (kcal per mole) = 91.6
- maximum force (eV/Å) = 3.15
- highest occupied orbital energy (eV) = -9.344

Last column: Mulliken charge in e.
Geometry (Å):
1 C -0.029 0.025 -0.050  0.43
2 C -1.933 -0.274 0.287  0.17
3 N 1.174 0.272 0.740  -0.60
4 N 0.025 -1.331 -0.608  0.88
5 O -0.421 -1.445 -1.741  -0.64
6 O -0.158 0.970 -1.026  -0.51
7 O 0.376 -2.239 0.112  -0.60
8 O -2.431 -0.348 1.342  -0.36
9 H -2.360 -0.242 -0.718  0.34
10 H 1.384 -0.550 1.302  0.25
11 H 1.124 1.108 1.304  0.27
12 H -0.184 0.512 -1.890  0.36

---

This record from the Open Molecules 2025 dataset describes a 7-piece molecular cluster, C23H37N8O overall in a non-equilibrium geometry. The level of theory is wB97M-V/def2-TZVPD.

Properties
- frontier orbital gap (eV) = 6.93
- charge = +1
- maximum force (eV/Å) = 5.50
- highest occupied orbital energy (eV) = -11.913

Last column: Mulliken charge in e.
Geometry (Å):
1 C 8.991 -1.228 0.976  -0.70
2 O 7.902 -0.293 1.170  -0.25
3 C 8.406 0.987 1.613  -0.52
4 C 7.207 1.695 2.426  -0.66
5 C 6.260 2.400 1.345  -0.76
6 C 5.148 1.399 0.714  -0.29
7 C 3.904 2.318 0.289  -0.92
8 C 2.595 1.502 -0.124  -0.74
9 C 1.898 0.731 1.093  0.64
10 C 1.346 -0.652 0.827  -0.34
11 C 0.714 -1.210 2.096  -0.39
12 C 0.809 -0.330 3.320  -0.22
13 N 1.343 0.932 3.482  -0.95
14 N 1.826 1.352 2.322  0.59
15 H 8.527 -2.274 1.009  0.20
16 H 9.429 -1.076 -0.063  0.27
17 H 9.764 -1.149 1.804  0.31
18 H 8.627 1.649 0.704  0.25
19 H 9.328 0.925 2.273  0.42
20 H 7.693 2.548 3.025  0.33
21 H 6.636 0.980 3.098  0.29
22 H 5.668 3.207 1.895  0.42
23 H 6.823 2.885 0.484  0.28
24 H 4.882 0.540 1.405  0.33
25 H 5.636 0.972 -0.234  0.25
26 H 3.683 3.098 1.087  0.38
27 H 4.222 2.910 -0.643  0.39
28 H 2.776 0.818 -1.017  0.35
29 H 1.826 2.278 -0.489  0.35
30 H 1.361 -1.170 -0.171  0.46
31 H 0.204 -2.215 2.150  0.42
32 H 0.365 -0.771 4.280  0.43
33 H 2.213 2.315 2.366  0.31
34 C -1.880 -1.152 -1.871  -0.69
35 C -0.957 -0.174 -2.530  0.33
36 N -0.233 0.592 -3.043  -0.43
37 H -1.326 -1.758 -1.153  0.25
38 H -2.674 -0.619 -1.348  0.23
39 H -2.324 -1.806 -2.621  0.29
40 C -5.712 -0.621 -3.620  -0.61
41 C -5.270 -1.276 -2.350  0.36
42 N -4.923 -1.789 -1.354  -0.47
43 H -4.857 -0.485 -4.284  0.31
44 H -6.455 -1.243 -4.119  0.11
45 H -6.152 0.353 -3.402  0.30
46 C -9.920 -1.167 -4.254  -0.70
47 C -9.002 -0.189 -4.915  0.41
48 N -8.282 0.578 -5.433  -0.46
49 H -9.364 -1.773 -3.537  0.26
50 H -10.715 -0.634 -3.729  0.32
51 H -10.364 -1.821 -5.001  0.16
52 C -0.661 3.731 3.652  -0.38
53 C -2.115 4.033 3.477  0.19
54 N -3.254 4.268 3.340  -0.34
55 H -0.401 2.829 3.098  -0.06
56 H -0.062 4.564 3.279  0.30
57 H -0.438 3.577 4.708  0.30
58 C 1.999 -3.093 6.680  -0.78
59 C 0.626 -2.588 6.367  0.44
60 N -0.451 -2.193 6.121  -0.47
61 H 2.447 -3.527 5.785  0.26
62 H 2.625 -2.272 7.030  0.27
63 H 1.944 -3.856 7.457  0.32
64 C -10.126 -2.539 -8.257  -0.77
65 C -9.689 -3.190 -6.983  0.39
66 N -9.347 -3.700 -5.985  -0.44
67 H -9.268 -2.404 -8.917  0.27
68 H -10.866 -3.164 -8.758  0.31
69 H -10.567 -1.565 -8.043  0.27

---

This record from the Open Molecules 2025 dataset describes an isolated molecule of H4N2O2Si in a non-equilibrium geometry. The level of theory is wB97M-V/def2-TZVPD.

Properties
- frontier orbital gap (eV) = 10.29
- charge = 0
- ΔE to the lowest compared entry with this formula, charge and spin (kcal per mole) = 21.2
- maximum force (eV/Å) = 5.92
- highest occupied orbital energy (eV) = -10.599

Last column: Mulliken charge in e.
Geometry (Å):
1 N -1.268 -0.577 -0.834  -0.64
2 Si -0.423 0.456 0.561  0.53
3 N 1.375 0.284 0.027  0.67
4 O 2.179 -0.236 0.850  -0.52
5 O 1.654 0.666 -1.112  -0.47
6 H -0.453 -1.067 -1.156  0.28
7 H -1.862 -1.278 -0.279  0.27
8 H -0.430 -0.069 1.810  -0.07
9 H -0.773 1.822 0.132  -0.05

---

This record from the Open Molecules 2025 dataset describes an isolated ion of composition C4H12N3O and charge +1 in a non-equilibrium geometry. The level of theory is wB97M-V/def2-TZVPD.

Properties
- frontier orbital gap (eV) = 8.83
- charge = +1
- ΔE to the lowest compared entry with this formula, charge and spin (kcal per mole) = 67.4
- maximum force (eV/Å) = 4.33
- highest occupied orbital energy (eV) = -12.408

Last column: Mulliken charge in e.
Geometry (Å):
1 N -1.332 2.166 -1.803  -0.52
2 C -1.524 1.974 -0.374  -0.45
3 C -1.391 0.418 -0.135  -0.70
4 N -0.102 -0.030 -0.744  -0.20
5 C 0.690 -0.941 -0.208  0.49
6 O 1.524 -1.501 -0.919  -0.68
7 C 0.753 -1.500 1.237  -0.49
8 N 2.328 -1.745 1.451  -0.45
9 H -2.192 2.299 -2.370  0.18
10 H -0.422 2.549 -2.228  0.24
11 H -2.530 2.260 -0.049  0.38
12 H -0.575 2.438 0.192  0.26
13 H -1.473 0.087 0.940  0.40
14 H -2.238 -0.133 -0.797  0.26
15 H -0.324 0.214 -1.883  0.46
16 H 0.597 -0.743 1.981  0.39
17 H 0.115 -2.444 1.252  0.28
18 H 2.790 -0.853 1.718  0.36
19 H 2.738 -1.986 0.527  0.37
20 H 2.569 -2.529 2.213  0.39

---

This record from the Open Molecules 2025 dataset describes a 8-piece molecular cluster, C16H35Cl14NSi overall. The level of theory is wB97M-V/def2-TZVPD.

Properties
- frontier orbital gap (eV) = 10.59
- charge = 0
- maximum force (eV/Å) = 0.54
- highest occupied orbital energy (eV) = -10.005

Last column: Mulliken charge in e.
Geometry (Å):
1 H -1.855 -0.293 0.390  0.21
2 N -1.506 -0.821 -0.412  -0.58
3 C -0.582 -1.630 -0.082  -0.02
4 C -0.007 -1.913 1.275  -0.45
5 Si -0.300 -3.672 1.893  0.47
6 H -0.173 -2.234 -0.907  0.36
7 H 1.081 -1.762 1.239  0.08
8 H -0.422 -1.199 1.997  0.40
9 H 0.944 -4.230 2.470  -0.14
10 H -0.716 -4.513 0.750  -0.14
11 H -1.365 -3.664 2.912  -0.17
12 Cl -2.171 -4.052 5.983  -0.20
13 C -3.850 -4.224 5.394  -0.25
14 C -4.163 -5.646 5.012  -0.29
15 Cl -3.265 -6.167 3.558  -0.19
16 H -3.970 -3.553 4.548  0.35
17 H -4.508 -3.910 6.200  0.07
18 H -5.222 -5.736 4.782  0.15
19 H -3.905 -6.332 5.815  0.35
20 Cl 2.531 0.696 -2.762  -0.07
21 C 0.780 0.943 -2.487  0.21
22 C -0.074 0.007 -3.291  -0.43
23 Cl 0.008 0.354 -5.044  -0.21
24 H 0.569 1.981 -2.726  -0.21
25 H 0.601 0.769 -1.428  0.00
26 H -1.106 0.135 -2.973  0.36
27 H 0.216 -1.031 -3.156  0.29
28 Cl -1.234 3.577 -3.678  -0.13
29 C -0.963 3.967 -5.395  -0.57
30 C 0.492 4.234 -5.684  0.21
31 Cl 1.074 5.741 -4.922  -0.19
32 H -1.587 4.822 -5.638  0.40
33 H -1.279 3.098 -5.968  0.29
34 H 0.632 4.342 -6.757  0.42
35 H 1.110 3.422 -5.311  -0.37
36 Cl 2.517 1.080 1.026  -0.12
37 C 3.058 2.691 0.487  0.05
38 C 2.051 3.764 0.794  -0.59
39 Cl 0.553 3.589 -0.166  -0.14
40 H 3.257 2.607 -0.575  -0.38
41 H 3.987 2.903 1.011  0.44
42 H 2.479 4.733 0.542  0.34
43 H 1.762 3.750 1.842  0.40
44 Cl 5.527 -1.208 0.936  -0.20
45 C 4.955 -0.947 -0.736  -0.06
46 C 5.904 -0.143 -1.588  -0.25
47 Cl 6.040 1.562 -1.069  -0.14
48 H 3.993 -0.451 -0.659  -0.22
49 H 4.820 -1.930 -1.183  0.38
50 H 5.516 -0.122 -2.605  0.06
51 H 6.909 -0.557 -1.583  0.43
52 Cl 3.657 4.159 -2.813  -0.08
53 C 4.469 4.356 -4.387  -0.61
54 C 4.200 3.201 -5.315  0.00
55 Cl 5.012 1.697 -4.801  -0.16
56 H 5.533 4.468 -4.196  0.39
57 H 4.075 5.268 -4.831  0.29
58 H 4.589 3.442 -6.302  0.38
59 H 3.136 2.988 -5.381  -0.23
60 Cl -6.193 -2.008 7.757  -0.17
61 C -7.901 -2.082 7.246  -0.42
62 C -8.303 -3.476 6.840  -0.50
63 Cl -7.468 -3.991 5.346  -0.17
64 H -8.023 -1.382 6.424  0.31
65 H -8.505 -1.763 8.093  0.30
66 H -9.371 -3.512 6.637  0.36
67 H -8.050 -4.196 7.613  0.30